Density functional theory data (ωB97M-V/def2-TZVPD) for 11 unconnected molecules or ions with the total composition C26H70F6N2O28PS8.

Each line ends with the Löwdin charge.
CARTESIAN COORDINATES (ANGSTROEM)
P1 -0.595 -0.467 0.056  0.183
F1 0.645 0.500 -0.270  -0.149
F2 0.204 -1.672 -0.654  -0.158
F3 0.072 -1.034 1.397  -0.146
F4 -1.753 -1.541 0.250  -0.146
F5 -1.339 0.715 0.923  -0.162
F6 -1.244 0.032 -1.367  -0.176
C1 -2.945 1.766 -3.988  0.057
N1 -4.166 2.488 -3.585  -0.438
O1 -4.439 2.393 -2.413  0.042
O2 -4.730 3.265 -4.358  0.056
H1 -2.762 1.777 -5.062  0.104
H2 -2.847 0.812 -3.470  0.094
H3 -2.255 2.521 -3.612  0.103
C2 -4.474 0.294 -0.291  0.021
N2 -5.133 -0.814 0.399  -0.406
O3 -5.380 -0.684 1.606  0.038
O4 -5.434 -1.770 -0.282  0.063
H4 -5.204 1.090 -0.440  0.097
H5 -3.978 -0.092 -1.182  0.089
H6 -3.693 0.699 0.352  0.076
O5 1.090 -0.484 3.780  -0.292
S1 0.228 0.632 4.286  0.695
O6 -1.171 0.378 4.299  -0.290
O7 0.790 1.023 5.801  -0.260
C3 0.074 1.965 6.571  -0.313
C4 0.342 1.697 8.038  -0.070
C5 0.616 2.218 3.384  -0.075
H7 -0.979 1.918 6.290  0.112
H8 0.434 2.966 6.336  0.109
H9 1.396 1.555 8.279  0.080
H10 -0.184 0.785 8.322  0.078
H11 0.008 2.470 8.730  0.073
H12 0.211 2.150 2.374  0.038
H13 1.693 2.385 3.381  0.073
H14 0.053 2.978 3.926  0.051
O8 -0.378 -2.767 3.208  -0.275
S2 -1.737 -3.202 2.878  0.735
O9 -1.967 -3.846 1.596  -0.324
O10 -2.282 -4.282 4.069  -0.250
C6 -3.563 -4.813 3.860  -0.331
C7 -3.581 -6.289 4.358  -0.072
C8 -3.000 -1.804 3.254  -0.081
H15 -3.701 -5.049 2.804  0.089
H16 -4.497 -4.331 4.148  0.116
H17 -3.289 -6.292 5.408  0.072
H18 -2.899 -6.926 3.795  0.072
H19 -4.520 -6.768 4.081  0.071
H20 -2.715 -0.842 2.828  0.040
H21 -2.788 -1.494 4.277  0.047
H22 -4.044 -2.117 3.247  0.046
O11 1.552 -3.725 1.572  -0.271
S3 1.784 -4.423 0.294  0.705
O12 2.659 -3.849 -0.731  -0.320
O13 2.396 -5.968 0.673  -0.288
C9 2.971 -6.805 -0.401  -0.257
C10 3.783 -7.978 0.175  -0.082
C11 0.258 -4.954 -0.459  -0.123
H23 3.544 -6.128 -1.035  0.104
H24 2.226 -7.342 -0.989  0.104
H25 4.421 -7.569 0.958  0.073
H26 4.398 -8.463 -0.583  0.073
H27 3.210 -8.746 0.694  0.071
H28 -0.056 -5.846 0.083  0.075
H29 0.476 -5.224 -1.493  0.062
H30 -0.472 -4.147 -0.398  0.045
O14 3.818 2.592 -0.869  -0.333
S4 3.317 3.866 -0.300  0.695
O15 3.696 4.270 1.042  -0.289
O16 3.647 5.182 -1.271  -0.251
C12 3.581 4.959 -2.657  -0.333
C13 4.591 5.760 -3.388  -0.060
C14 1.485 3.762 -0.407  -0.082
H31 2.551 5.241 -2.876  0.122
H32 3.708 3.891 -2.830  0.082
H33 4.469 5.667 -4.468  0.085
H34 5.572 5.361 -3.130  0.082
H35 4.582 6.805 -3.079  0.083
H36 1.187 4.810 -0.406  0.072
H37 1.103 3.138 0.401  0.045
H38 1.128 3.263 -1.308  0.050
O17 2.677 -1.413 1.859  -0.281
S5 3.344 -0.360 1.078  0.642
O18 2.859 0.982 1.117  -0.304
O19 4.865 -0.400 1.614  -0.256
C15 5.752 0.672 1.257  -0.241
C16 7.241 0.457 1.822  -0.046
C17 3.613 -0.854 -0.664  -0.099
H39 5.367 1.672 1.457  0.100
H40 5.822 0.703 0.169  0.095
H41 7.306 0.168 2.870  0.065
H42 7.907 1.299 1.634  0.064
H43 7.641 -0.398 1.278  0.060
H44 4.472 -1.526 -0.633  0.067
H45 4.022 0.014 -1.181  0.029
H46 2.721 -1.220 -1.172  0.051
O20 -5.653 -3.569 -2.666  -0.329
S6 -4.828 -4.753 -2.335  0.760
O21 -5.325 -6.112 -2.696  -0.334
O22 -3.249 -4.512 -3.020  -0.279
C18 -2.712 -3.196 -2.843  -0.290
C19 -1.378 -3.175 -3.609  -0.045
C20 -4.291 -4.632 -0.536  -0.106
H47 -2.591 -2.804 -1.833  0.095
H48 -3.442 -2.564 -3.349  0.104
H49 -1.457 -3.492 -4.649  0.081
H50 -0.672 -3.769 -3.029  0.056
H51 -0.918 -2.189 -3.535  0.066
H52 -5.082 -4.814 0.191  0.070
H53 -3.871 -3.633 -0.410  0.023
H54 -3.546 -5.390 -0.294  0.064
O23 0.563 3.387 -3.858  -0.296
S7 1.194 2.253 -4.497  0.657
O24 0.729 1.726 -5.771  -0.308
O25 2.784 2.605 -4.600  -0.308
C21 3.564 1.691 -5.357  -0.246
C22 4.962 1.520 -4.603  -0.029
C23 1.386 0.788 -3.282  -0.056
H55 3.580 2.110 -6.363  0.117
H56 3.106 0.706 -5.435  0.102
H57 5.647 0.894 -5.174  0.069
H58 4.803 1.021 -3.647  0.062
H59 5.503 2.440 -4.379  0.067
H60 2.192 1.107 -2.621  0.048
H61 1.499 -0.137 -3.847  0.069
H62 0.477 0.594 -2.712  0.033
O26 -3.220 7.657 1.325  -0.302
S8 -3.066 7.224 -0.047  0.677
O27 -2.260 8.048 -0.986  -0.323
O28 -2.420 5.725 -0.117  -0.260
C24 -2.552 4.940 1.065  -0.323
C25 -2.472 3.525 0.770  -0.075
C26 -4.726 6.885 -0.857  -0.074
H63 -3.496 5.159 1.563  0.119
H64 -1.743 5.238 1.732  0.126
H65 -3.360 3.180 0.239  0.079
H66 -2.547 2.940 1.687  0.091
H67 -1.478 3.384 0.346  0.081
H68 -4.888 5.853 -1.170  0.065
H69 -4.691 7.648 -1.635  0.054
H70 -5.443 7.199 -0.099  0.055

Properties
* gap between HOMO and LUMO: 9.61 eV
* net charge: -1
* HOMO: -7.784 eV
* LUMO: 1.8211 eV

Density functional theory data (ωB97M-V/def2-TZVPD) for a molecular structure, C4H10O2PdS3Sb.

Each line ends with the Löwdin spin population.
CARTESIAN COORDINATES (ANGSTROEM)
Pd1 -0.056 0.423 0.441  -0.164
C1 -0.769 -2.502 0.512  -0.001
O1 -0.618 -1.469 -0.502  -0.015
C2 0.313 -1.803 -1.569  -0.001
C3 1.713 -1.432 -1.174  -0.001
O2 1.746 -0.039 -0.796  -0.011
C4 1.884 0.889 -1.907  -0.001
H1 -0.907 -3.464 0.023  0.000
H2 -1.664 -2.258 1.077  0.000
H3 0.099 -2.549 1.170  0.000
H4 -0.013 -1.243 -2.444  0.000
H5 0.253 -2.870 -1.788  0.000
H6 2.411 -1.625 -1.989  0.000
H7 2.035 -1.994 -0.298  0.000
H8 2.693 0.559 -2.555  0.000
H9 2.140 1.855 -1.481  0.000
H10 0.963 0.961 -2.486  0.000
S1 0.573 2.571 1.201  0.676
Sb1 -1.683 2.539 2.156  -0.039
S2 -0.939 0.277 2.551  0.183
S3 -1.884 1.699 -0.108  0.374

Properties
* gap between HOMO and LUMO (spin up / spin down): 6.94 / 5.96 eV
* net charge: +2
* ΔE to the lowest compared entry with this formula, charge and spin: 40.5 kcal per mole
* multiplicity: 2
* HOMO (spin up / spin down): -17.755 / -17.426 eV
* LUMO (spin up / spin down): -10.8188 / -11.4697 eV

Density functional theory data (ωB97M-V/def2-TZVPD) for a molecular structure, C60H67CsN12O6P2S.

Each line ends with the Löwdin spin population.
CARTESIAN COORDINATES (ANGSTROEM)
Cs1 0.656 -0.038 -0.964  0.003
N1 2.422 -0.247 -4.362  0.000
C1 2.523 0.500 -5.610  0.000
C2 1.234 1.232 -5.949  0.000
N2 0.772 2.092 -4.883  0.000
C3 -0.607 2.504 -5.031  0.000
C4 -1.633 1.413 -4.738  0.000
N3 -1.396 0.829 -3.427  0.000
C5 1.695 3.165 -4.539  0.000
C6 2.495 2.914 -3.265  0.000
N4 1.606 2.706 -2.131  0.002
H1 2.820 -1.172 -4.422  0.000
H2 1.474 -0.309 -4.015  0.000
H3 2.760 -0.152 -6.457  0.000
H4 3.341 1.227 -5.546  0.000
H5 0.461 0.485 -6.146  0.000
H6 1.388 1.796 -6.891  0.000
H7 -0.817 2.909 -6.040  0.000
H8 -0.791 3.311 -4.320  0.000
H9 -1.594 0.625 -5.496  0.000
H10 -2.618 1.894 -4.845  0.000
H11 -2.121 0.182 -3.147  0.000
H12 -1.350 1.590 -2.750  0.000
H13 1.127 4.093 -4.407  0.000
H14 2.391 3.361 -5.367  0.000
H15 3.189 3.757 -3.139  0.000
H16 3.098 2.012 -3.376  0.000
H17 1.013 3.508 -1.946  0.000
H18 2.151 2.532 -1.290  0.001
O1 -0.298 -2.005 -2.629  0.000
P1 -0.442 -3.278 -1.878  0.000
C7 -0.096 -3.093 -0.102  0.000
P2 1.681 -3.141 0.299  0.000
O2 2.514 -2.526 -0.765  0.001
C8 2.045 -4.905 0.493  0.000
C9 3.178 -5.385 -0.153  0.000
C10 3.511 -6.730 -0.064  0.000
C11 2.714 -7.598 0.667  0.000
C12 1.584 -7.121 1.319  0.000
C13 1.254 -5.777 1.236  0.000
C14 1.826 -2.304 1.879  0.000
C15 2.945 -1.504 2.080  0.002
C16 3.093 -0.834 3.293  0.003
C17 2.126 -0.953 4.278  0.001
C18 1.000 -1.746 4.070  0.001
C19 0.849 -2.422 2.873  0.001
C20 0.595 -4.602 -2.524  0.000
C21 0.323 -5.947 -2.273  0.000
C22 1.163 -6.931 -2.772  0.000
C23 2.271 -6.572 -3.527  0.000
C24 2.543 -5.235 -3.780  0.000
C25 1.708 -4.247 -3.277  0.000
C26 -2.169 -3.837 -1.923  0.000
C27 -2.971 -3.262 -2.905  0.000
C28 -4.316 -3.594 -2.993  0.000
C29 -4.870 -4.501 -2.101  0.000
C30 -4.077 -5.078 -1.118  0.000
C31 -2.732 -4.745 -1.029  0.000
H19 -0.683 -3.800 0.485  0.000
H20 -0.464 -2.092 0.136  0.000
H21 3.780 -4.695 -0.733  0.000
H22 4.393 -7.100 -0.573  0.000
H23 2.973 -8.648 0.734  0.000
H24 0.966 -7.795 1.899  0.000
H25 0.380 -5.411 1.766  0.000
H26 3.677 -1.369 1.291  0.001
H27 3.955 -0.196 3.434  0.002
H28 2.236 -0.408 5.208  0.000
H29 0.238 -1.821 4.836  0.000
H30 -0.040 -3.022 2.706  0.000
H31 -0.546 -6.231 -1.692  0.000
H32 0.954 -7.974 -2.570  0.000
H33 2.929 -7.339 -3.918  0.000
H34 3.413 -4.957 -4.362  0.000
H35 1.914 -3.198 -3.446  0.000
H36 -2.531 -2.536 -3.577  0.000
H37 -4.933 -3.135 -3.755  0.000
H38 -5.921 -4.755 -2.168  0.000
H39 -4.505 -5.785 -0.418  0.000
H40 -2.131 -5.199 -0.248  0.000
O3 -2.357 -0.946 -0.053  0.000
N5 -2.929 -1.062 1.097  0.000
C32 -3.858 -2.033 1.290  0.000
C33 -4.495 -2.169 2.502  0.000
C34 -4.195 -1.303 3.544  0.000
C35 -3.243 -0.322 3.327  0.000
C36 -2.612 -0.212 2.102  0.000
H41 -4.024 -2.649 0.418  0.000
H42 -5.230 -2.955 2.615  0.000
H43 -4.690 -1.392 4.502  0.000
H44 -2.966 0.383 4.100  0.000
H45 -1.852 0.533 1.851  0.000
O4 0.423 4.927 7.710  0.000
C37 -0.100 3.739 7.308  0.000
O5 -0.604 3.023 8.136  0.000
C38 -0.015 3.415 5.868  0.000
C39 -0.352 2.118 5.468  0.000
C40 -0.321 1.756 4.139  0.000
C41 0.007 2.677 3.117  0.000
S1 -0.106 2.280 1.445  0.000
C42 0.389 3.965 3.542  0.000
C43 0.379 4.319 4.877  0.000
H46 0.872 5.349 6.967  0.000
H47 -0.629 1.402 6.232  0.000
H48 -0.542 0.735 3.854  0.000
H49 0.662 4.695 2.792  0.000
H50 0.647 5.345 5.115  0.000
C44 -3.413 1.936 -0.675  0.000
C45 -3.005 3.296 -1.121  0.000
N6 -1.913 3.574 -1.784  0.000
C46 -1.951 4.922 -2.055  0.000
C47 -3.071 5.477 -1.518  0.000
N7 -3.746 4.430 -0.920  0.000
C48 -4.981 4.516 -0.188  0.000
N8 -4.895 5.267 1.041  0.000
N9 -5.636 6.393 1.168  0.000
N10 -5.497 6.862 2.346  0.000
C49 -4.641 6.041 3.045  0.000
C50 -4.197 6.112 4.371  0.000
C51 -3.351 5.120 4.801  0.000
C52 -2.927 4.085 3.939  0.000
C53 -3.340 4.007 2.630  0.000
C54 -4.230 5.003 2.206  0.000
H51 -2.544 1.285 -0.685  0.000
H52 -4.185 1.503 -1.317  0.000
H53 -3.787 1.928 0.351  0.000
H54 -1.155 5.419 -2.587  0.000
H55 -3.442 6.487 -1.478  0.000
H56 -5.309 3.502 0.030  0.000
H57 -5.743 5.016 -0.780  0.000
H58 -4.516 6.918 5.017  0.000
H59 -2.975 5.126 5.817  0.000
H60 -2.230 3.350 4.319  0.000
H61 -2.934 3.244 1.976  0.000
N11 8.467 0.327 0.883  0.031
C55 7.423 1.021 1.563  0.128
O6 7.696 1.614 2.623  0.143
C56 6.132 0.996 0.959  0.192
C57 5.019 1.628 1.592  0.084
C58 3.769 1.536 1.047  0.052
N12 3.461 0.885 -0.112  0.197
C59 4.526 0.319 -0.740  0.043
C60 5.817 0.352 -0.280  0.087
H62 9.204 0.130 1.549  0.003
H63 8.159 -0.511 0.408  0.004
H64 5.171 2.169 2.518  0.006
H65 2.923 2.000 1.551  0.001
H66 4.309 -0.179 -1.684  0.001
H67 6.583 -0.107 -0.896  0.009

Properties
* gap between HOMO and LUMO (spin up / spin down): 2.90 / 5.94 eV
* net charge: -1
* ΔE to the lowest compared entry with this formula, charge and spin: 0.0 kcal per mole
* multiplicity: 2
* HOMO (spin up / spin down): -1.629 / -4.673 eV
* LUMO (spin up / spin down): 1.2713 / 1.2708 eV

Among the records above, which one has the highest net charge? C4H10O2PdS3Sb

What is the formula in the first record? C26H70F6N2O28PS8

Look up the net charge of the second one. +2